Record 1
Entry from OMol25: a single C5H7N3 molecule in a non-equilibrium geometry (ωB97M-V with the def2-TZVPD basis set).

## Properties
Max |F| ... 0.145 hartree/bohr
SMILES string ... [H]/N=C(N)\N=C(/C)C#C
Relative energy (zero: lowest compared OMol25 entry of this formula, charge and spin) ... 460.7 kJ/mol

XYZ file:
```
15
C5H7N3, DFT ωB97M-V with the def2-TZVPD basis set
C -1.11 -1.29 -0.23
C -0.38 1.63 -0.15
C 0.09 -0.56 0.20
N 0.18 2.26 -1.19
N 0.62 0.51 0.52
N -1.52 1.91 0.33
C 1.37 -1.65 0.76
C 2.43 -2.19 1.02
H 1.18 2.14 -1.25
H -0.15 3.22 -1.30
H -1.84 1.26 1.04
H -0.91 -1.75 -1.21
H -1.29 -2.10 0.49
H -2.00 -0.67 -0.29
H 3.31 -2.73 1.28
```

Taken from the Löwdin analysis, the atomic charges in e are: -0.0452 -0.5039 -0.3375 0.1220 0.1552 0.1120 -0.0518 0.0283 0.0966 0.1071 0.0463 0.0969 0.0943 0.0731 0.0067



Record 2
Entry from OMol25: a single C4H10N2O molecule (ωB97M-V with the def2-TZVPD basis set).

## Properties
Max |F| ... 0.014 hartree/bohr
SMILES string ... CC1(O)CNNC1
Relative energy (zero: lowest compared OMol25 entry of this formula, charge and spin) ... 224.9 kJ/mol

XYZ file:
```
17
C4H10N2O, DFT ωB97M-V with the def2-TZVPD basis set
C -0.48 0.26 -0.25
C 0.87 0.19 -0.99
C -0.52 -1.12 0.49
C -0.53 1.43 0.74
N 1.35 -1.18 -0.72
N 0.86 -1.55 0.57
O -1.51 0.38 -1.22
H -2.35 0.36 -0.77
H 2.36 -1.27 -0.77
H 1.33 -1.02 1.31
H 0.72 0.31 -2.06
H 1.55 0.97 -0.62
H -0.98 -1.07 1.48
H -1.06 -1.83 -0.14
H -0.33 2.36 0.22
H 0.22 1.29 1.53
H -1.52 1.49 1.21
```

Taken from the Löwdin analysis, the atomic charges in e are: -0.5449 -0.1352 -0.1514 -0.0334 -0.0772 -0.0812 -0.0101 0.0901 0.1134 0.1048 0.1194 0.1138 0.1186 0.1209 0.0851 0.0819 0.0856



Record 3
Entry from OMol25: 4 unconnected molecules or ions with the total composition C30H68FN5O13P in a non-equilibrium geometry (ωB97M-V with the def2-TZVPD basis set).

## Properties
Max |F| ... 0.057 hartree/bohr
Charge ... +1
DFT total energy ... -78277.8443 eV

XYZ file:
```
118
C30H68FN5O13P, DFT ωB97M-V with the def2-TZVPD basis set
C 7.07 4.23 0.88
C 6.05 3.16 0.47
C 6.67 1.77 0.29
C 5.96 0.92 -0.77
C 4.87 0.04 -0.17
C 3.69 0.81 0.39
C 3.05 1.78 -0.61
N 1.60 1.50 -0.88
C 0.77 1.63 0.36
C 0.92 3.03 0.99
O 1.88 3.31 1.67
O -0.08 3.90 0.74
C 0.98 2.35 -1.98
P 1.85 3.93 -2.36
O 1.97 4.78 -1.20
O 3.25 3.66 -3.07
O 0.92 4.56 -3.47
C 1.44 0.06 -1.33
O 0.64 -0.66 -0.81
N 2.21 -0.28 -2.43
C 2.06 -1.68 -2.73
O 1.26 -2.12 -3.50
F 2.91 -2.40 -2.05
H 8.06 3.80 0.90
H 7.05 5.04 0.18
H 6.88 4.60 1.87
H 5.58 3.45 -0.45
H 5.27 3.14 1.22
H 7.68 1.94 -0.04
H 6.72 1.24 1.23
H 5.59 1.55 -1.57
H 6.69 0.25 -1.19
H 4.58 -0.76 -0.85
H 5.33 -0.46 0.67
H 4.06 1.39 1.22
H 2.97 0.12 0.82
H 3.57 1.69 -1.54
H 3.16 2.78 -0.22
H -0.26 1.43 0.14
H 1.07 0.91 1.10
H -0.91 3.42 0.68
H -0.02 2.61 -1.71
H 0.89 1.79 -2.90
H 3.33 2.81 -3.50
H 1.31 4.44 -4.34
H 3.20 -0.08 -2.26
C -5.28 -4.77 -2.38
O -4.76 -3.65 -3.06
C -3.66 -3.04 -2.41
C -2.37 -3.27 -3.17
N -1.95 -4.66 -3.10
C -0.86 -5.02 -4.00
C -1.09 -4.89 -5.51
O -2.02 -5.81 -6.04
C -3.38 -5.44 -5.93
H -6.22 -5.04 -2.87
H -4.61 -5.64 -2.44
H -5.49 -4.55 -1.33
H -3.56 -3.39 -1.37
H -3.86 -1.96 -2.38
H -1.58 -2.64 -2.74
H -2.53 -2.94 -4.21
H -2.75 -5.25 -3.30
H -0.62 -6.07 -3.80
H 0.02 -4.43 -3.73
H -0.14 -5.12 -5.99
H -1.35 -3.87 -5.81
H -3.52 -4.36 -6.00
H -3.82 -5.81 -5.00
H -3.92 -5.92 -6.75
C 1.22 5.80 3.41
O 0.80 6.44 4.60
C 1.26 7.78 4.74
C 0.12 8.76 4.58
N -0.35 8.81 3.20
C -1.60 9.53 3.00
C -2.86 9.02 3.70
O -3.33 7.77 3.21
C -2.71 6.63 3.75
H 0.97 4.75 3.50
H 0.71 6.20 2.53
H 2.30 5.89 3.27
H 2.07 8.00 4.04
H 1.66 7.88 5.75
H 0.46 9.76 4.87
H -0.67 8.46 5.28
H -0.47 7.86 2.87
H -1.80 9.53 1.93
H -1.45 10.58 3.29
H -3.66 9.73 3.49
H -2.75 8.98 4.79
H -2.42 6.78 4.79
H -1.84 6.33 3.16
H -3.44 5.81 3.71
C -2.78 -8.05 -1.18
O -1.74 -7.92 -0.23
C -1.21 -6.61 -0.11
C -1.59 -5.98 1.21
N -3.01 -5.66 1.26
C -3.50 -5.28 2.58
C -3.42 -6.30 3.71
O -4.28 -7.41 3.56
C -3.78 -8.46 2.75
H -2.97 -9.11 -1.32
H -3.70 -7.57 -0.84
H -2.49 -7.62 -2.15
H -1.51 -5.98 -0.95
H -0.12 -6.70 -0.15
H -1.01 -5.06 1.35
H -1.29 -6.68 2.00
H -3.54 -6.46 0.94
H -4.56 -5.02 2.46
H -2.98 -4.37 2.90
H -3.75 -5.80 4.62
H -2.39 -6.63 3.91
H -2.70 -8.56 2.83
H -4.07 -8.33 1.70
H -4.24 -9.39 3.10
```

Löwdin atomic charge list, values in e, 99 entries: -0.0751 -0.2442 -0.1881 -0.1940 -0.1845 -0.1321 -0.1179 -0.1117 0.0007 -0.4675 0.1522 0.1393 -0.0689 0.4108 -0.1858 -0.0814 -0.0606 -0.4104 0.2244 0.2140 -0.4821 0.2183 0.1999 0.0654 0.0698 0.0699 0.0944 0.0924 0.1049 0.1195 0.0967 0.1143 0.0933 0.1211 0.1104 0.1229 0.0915 0.1086 0.1415 0.1423 0.1294 0.1190 0.1170 0.0891 0.0996 0.1314 -0.0996 -0.1864 -0.2191 -0.2111 -0.0474 -0.1917 -0.2280 -0.1728 -0.0927 0.0920 0.0650 0.0891 0.1177 0.1184 0.1082 0.1072 0.0641 0.1192 0.0971 0.1232 0.1117 0.0887 0.0729 0.0908 -0.1245 -0.1873 -0.2121 -0.2140 -0.0511 -0.1981 -0.2238 -0.1783 -0.1045 0.0702 0.0764 0.0920 0.1226 0.1225 0.1252 0.1058 0.0631 0.1186 0.1190 0.1222 0.1124 0.0901 0.0664 0.0855 -0.1084 -0.1845 -0.2160 -0.2144 -0.0497



Record 4
Entry from OMol25: a molecular structure, C32H19MnN9 in a non-equilibrium geometry (ωB97M-V with the def2-TZVPD basis set).

## Properties
2S+1 ... 6
Max |F| ... 0.036 hartree/bohr
⟨S²⟩ ... 8.977
DFT total energy ... -78227.3480 eV

XYZ file:
```
61
C32H19MnN9, DFT ωB97M-V with the def2-TZVPD basis set
Mn 0.05 -0.24 -0.19
C -0.59 -5.26 3.87
C 0.79 -5.16 3.99
C 1.49 -4.11 3.40
C 0.77 -3.18 2.67
C 1.14 -1.99 1.94
N 2.32 -1.44 1.96
C 2.63 -0.37 1.24
C 3.80 0.44 1.46
C 4.73 0.48 2.50
C 5.67 1.49 2.47
C 5.71 2.42 1.43
C 4.79 2.39 0.40
C 3.82 1.41 0.43
C 2.65 1.16 -0.37
N 2.34 1.83 -1.47
C 1.15 1.80 -2.01
N 0.03 1.23 -1.46
C -1.05 1.54 -2.26
N -2.30 1.29 -1.99
C -2.69 0.55 -0.96
N -1.89 -0.31 -0.25
C -2.68 -0.92 0.69
N -2.32 -1.90 1.50
C -1.07 -2.20 1.72
N 0.03 -1.46 1.32
C -0.63 -3.30 2.54
C -1.32 -4.33 3.16
C -4.00 -0.37 0.66
C -5.11 -0.51 1.49
C -6.22 0.27 1.23
C -6.24 1.15 0.14
C -5.16 1.29 -0.70
C -4.02 0.55 -0.42
C -0.60 2.32 -3.39
C -1.28 2.89 -4.46
C -0.54 3.64 -5.36
C 0.84 3.78 -5.22
C 1.53 3.19 -4.17
C 0.79 2.47 -3.24
N 1.93 0.12 0.16
H -1.10 -6.09 4.35
H 1.32 -5.90 4.57
H 2.55 -4.01 3.52
H 4.66 -0.22 3.32
H 6.38 1.58 3.28
H 6.46 3.20 1.46
H 4.80 3.13 -0.39
H -2.40 -4.38 3.10
H -5.07 -1.18 2.33
H -7.08 0.21 1.88
H -7.13 1.74 -0.03
H -5.17 1.98 -1.53
H -2.34 2.77 -4.57
H -1.03 4.11 -6.19
H 1.38 4.38 -5.94
H 2.59 3.30 -4.05
N 0.43 -1.69 -2.17
H -0.23 -2.45 -2.25
H 1.38 -2.06 -2.21
H 0.31 -1.07 -2.96
```

Taken from the Löwdin analysis, the atomic charges in e are: 1.0391 -0.0722 -0.0725 -0.0042 -0.0941 -0.2701 0.1946 -0.2789 -0.1099 -0.0178 -0.0859 -0.0849 -0.0163 -0.1070 -0.2847 0.1906 -0.2926 0.0169 -0.2946 0.1918 -0.2844 0.0398 -0.2811 0.1952 -0.2742 0.0281 -0.0994 -0.0045 -0.1101 -0.0172 -0.0847 -0.0841 -0.0160 -0.1079 -0.1049 -0.0104 -0.0795 -0.0784 -0.0113 -0.1029 0.0355 0.1037 0.1029 0.1140 0.1101 0.0988 0.0988 0.1105 0.1147 0.1097 0.0993 0.0987 0.1106 0.1126 0.1013 0.1018 0.1125 0.0534 0.0525 0.0524 0.0467



Record 5
Entry from OMol25: 2 unconnected molecules or ions with the total composition C3H9O2 (ωB97M-V with the def2-TZVPD basis set).

## Properties
Max |F| ... 0.014 hartree/bohr
Charge ... -1
Relative energy (zero: lowest compared OMol25 entry of this formula, charge and spin) ... 55.9 kJ/mol

XYZ file:
```
14
C3H9O2, DFT ωB97M-V with the def2-TZVPD basis set
C -0.90 0.69 0.16
O -1.07 0.33 1.43
C -1.20 -0.43 -0.89
C -0.40 -1.70 -0.58
H 0.17 0.98 -0.15
H -1.54 1.56 -0.16
H -0.96 -0.05 -1.89
H -2.27 -0.66 -0.87
H -0.42 -2.41 -1.41
H -0.78 -2.16 0.32
H 0.65 -1.43 -0.42
H 2.10 1.53 0.10
H 2.79 0.35 0.67
O 2.98 1.10 0.08
```

Taken from the Löwdin analysis, the atomic charges in e are: -0.5891 -0.3464 -0.2929 -0.1543 0.0555 0.0695 0.0765 0.0816 0.0473 0.0544 0.0524 0.0091 0.0346 -0.0980



Record 6
Entry from OMol25: a single C19H21N3O4 molecule in a non-equilibrium geometry (ωB97M-V with the def2-TZVPD basis set).

## Properties
Max |F| ... 0.024 hartree/bohr
SMILES string ... O=C(COc1ccccc1[N+](=O)[O-])Nc1ccccc1N1CCCCC1
Relative energy (zero: lowest compared OMol25 entry of this formula, charge and spin) ... 489.7 kJ/mol

XYZ file:
```
47
C19H21N3O4, DFT ωB97M-V with the def2-TZVPD basis set
O -0.55 -0.92 -2.00
C 0.30 -0.41 -1.30
N 0.14 0.67 -0.51
C -1.01 1.49 -0.47
C -0.80 2.86 -0.54
C -1.87 3.74 -0.62
C -3.15 3.23 -0.63
C -3.37 1.88 -0.51
C -2.31 0.96 -0.38
N -2.53 -0.38 -0.20
C -1.85 -1.12 0.84
C -2.76 -1.31 2.06
C -4.05 -2.01 1.65
C -4.74 -1.22 0.54
C -3.75 -1.02 -0.62
H -3.48 -2.00 -1.02
H -4.20 -0.44 -1.43
H -5.05 -0.25 0.93
H -5.62 -1.75 0.18
H -3.82 -3.01 1.29
H -4.72 -2.11 2.51
H -3.00 -0.32 2.48
H -2.24 -1.88 2.82
H -1.56 -2.10 0.44
H -0.95 -0.59 1.14
H -4.39 1.51 -0.48
H -4.00 3.90 -0.72
H -1.69 4.80 -0.68
H 0.21 3.23 -0.56
H 0.98 1.08 -0.12
C 1.72 -1.02 -1.24
O 2.57 -0.15 -0.53
C 3.87 -0.41 -0.38
C 4.51 -1.55 -0.86
C 5.87 -1.74 -0.66
C 6.62 -0.80 0.02
C 6.01 0.34 0.51
C 4.65 0.55 0.32
N 4.07 1.75 0.84
O 2.88 1.95 0.70
O 4.82 2.53 1.40
H 6.57 1.09 1.04
H 7.68 -0.95 0.18
H 6.33 -2.63 -1.04
H 3.94 -2.30 -1.39
H 1.64 -2.00 -0.74
H 2.06 -1.17 -2.27
```

Taken from the Löwdin analysis, the atomic charges in e are: 0.0887 -0.4535 0.1373 -0.1510 -0.0208 -0.0984 -0.0937 -0.0173 -0.1625 -0.1103 -0.1674 -0.1718 -0.2092 -0.1794 -0.1673 0.1287 0.1216 0.1060 0.1091 0.1112 0.1068 0.1175 0.1083 0.1278 0.1185 0.1001 0.1011 0.0982 0.1137 0.1184 -0.0641 -0.0474 -0.1803 0.0004 -0.0586 -0.0714 0.0079 -0.0665 -0.3360 0.0838 0.0817 0.1218 0.1067 0.1115 0.1104 0.1455 0.1441



Record 7
Entry from OMol25: a molecular structure, C4H6Cl2F6MgNO5S2 in a non-equilibrium geometry (ωB97M-V with the def2-TZVPD basis set).

## Properties
Max |F| ... 0.094 hartree/bohr
Charge ... -1
Relative energy (zero: lowest compared OMol25 entry of this formula, charge and spin) ... 396.0 kJ/mol

XYZ file:
```
27
C4H6Cl2F6MgNO5S2, DFT ωB97M-V with the def2-TZVPD basis set
Mg 1.25 1.60 0.00
C 0.20 -0.88 -4.40
F -0.96 -1.43 -4.20
F 0.93 -1.53 -5.31
F 0.00 0.38 -4.83
S 1.37 -0.91 -2.77
O 1.99 -2.23 -2.72
O 2.24 0.28 -2.81
N 0.23 -0.57 -1.40
S -0.59 -1.87 -1.11
O -0.63 -2.96 -2.09
O -0.26 -2.40 0.25
C -2.37 -1.13 -1.14
F -2.65 -0.48 0.03
F -2.67 -0.40 -2.18
F -3.14 -2.26 -1.23
Cl 0.23 4.15 -1.22
Cl 4.01 1.76 1.06
C 0.40 1.58 4.74
C 0.02 0.58 3.63
O -0.14 1.45 2.50
H 0.68 0.97 5.60
H -0.41 2.28 4.93
H 1.21 2.27 4.49
H -0.78 -0.01 4.07
H 0.76 -0.21 3.46
H -0.93 1.97 2.66
```

Taken from the Löwdin analysis, the atomic charges in e are: 0.7707 -0.6336 0.1637 0.1404 0.1324 0.7339 -0.2978 -0.3471 -0.3558 0.5697 -0.3159 -0.3323 -0.6094 0.0911 0.1585 0.0787 -0.5110 -0.4890 -0.0928 -0.2692 -0.1247 0.0720 0.0699 0.0774 0.1088 0.1189 0.0928



Record 8
Entry from OMol25: a molecular structure, C34H40N9O2PS2 in a non-equilibrium geometry (ωB97M-V with the def2-TZVPD basis set).

## Properties
Max |F| ... 0.034 hartree/bohr
Relative energy (zero: lowest compared OMol25 entry of this formula, charge and spin) ... 0.0 kJ/mol

XYZ file:
```
88
C34H40N9O2PS2, DFT ωB97M-V with the def2-TZVPD basis set
O -0.32 5.21 -1.69
P -1.48 4.15 -1.47
O -2.50 4.26 -2.69
S -2.36 4.31 0.24
C -0.57 2.60 -1.57
C -1.28 1.41 -1.23
C -0.65 0.20 -1.21
C 0.73 0.15 -1.52
N 1.53 -0.93 -1.51
S 2.97 -0.43 -1.96
N 2.72 1.14 -2.15
C 1.42 1.32 -1.88
C 0.76 2.58 -1.91
H -0.65 6.08 -1.43
H -2.09 4.60 -3.50
H -2.33 1.46 -0.97
H -1.17 -0.70 -0.94
H 1.28 3.49 -2.16
N 1.87 -4.04 -0.17
C 1.04 -4.90 -0.84
C 1.11 -6.12 -0.22
C 2.02 -5.99 0.87
C 2.47 -4.70 0.87
H 2.02 -3.08 -0.42
H 0.48 -4.57 -1.69
H 0.57 -7.01 -0.51
H 2.31 -6.76 1.57
H 3.16 -4.19 1.52
N 3.73 -8.50 -0.78
C 4.80 -7.85 -1.32
C 5.72 -8.79 -1.70
C 5.18 -10.06 -1.38
C 3.95 -9.85 -0.82
H 2.91 -8.05 -0.42
H 4.82 -6.77 -1.38
H 6.68 -8.59 -2.15
H 5.64 -11.02 -1.55
H 3.21 -10.54 -0.44
N -3.22 -4.68 0.63
C -4.19 -4.73 1.60
C -3.57 -5.03 2.79
C -2.18 -5.16 2.52
C -2.00 -4.94 1.18
H -3.39 -4.49 -0.34
H -5.22 -4.56 1.36
H -4.06 -5.13 3.74
H -1.41 -5.38 3.23
H -1.10 -4.94 0.58
N -0.48 6.93 3.89
C -1.29 6.16 3.10
C -2.20 5.54 3.91
C -1.93 5.96 5.25
C -0.86 6.81 5.20
H 0.28 7.49 3.56
H -1.15 6.11 2.04
H -2.98 4.87 3.59
H -2.46 5.66 6.14
H -0.34 7.35 5.98
N 0.85 0.93 1.78
C 1.06 -0.41 2.00
C 1.81 -0.54 3.13
C 2.06 0.77 3.63
C 1.46 1.65 2.78
H 0.34 1.32 1.02
H 0.65 -1.15 1.33
H 2.13 -1.47 3.57
H 2.62 1.03 4.51
H 1.40 2.73 2.79
N 0.74 9.16 -1.35
C 0.51 8.51 -0.17
C 1.70 7.98 0.25
C 2.69 8.33 -0.71
C 2.06 9.06 -1.68
H 0.05 9.64 -1.89
H -0.47 8.48 0.27
H 1.85 7.41 1.15
H 3.73 8.08 -0.68
H 2.45 9.52 -2.58
N -3.64 -0.05 -3.32
C -4.81 -0.43 -2.71
C -5.68 -0.84 -3.68
C -5.01 -0.70 -4.93
C -3.76 -0.21 -4.67
H -2.83 0.30 -2.84
H -4.92 -0.38 -1.64
H -6.68 -1.20 -3.52
H -5.40 -0.93 -5.91
H -2.94 0.04 -5.33
```

Taken from the Löwdin analysis, the atomic charges in e are: -0.1963 0.1763 -0.1765 0.3631 -0.3025 -0.1153 -0.0192 -0.3798 -0.2280 1.0435 -0.2059 -0.3643 0.0220 0.0648 0.0897 0.0995 0.1226 0.1158 0.0226 -0.1559 -0.1399 -0.1223 -0.1258 0.0922 0.1109 0.0991 0.0961 0.1096 0.0126 -0.1423 -0.1171 -0.1181 -0.1430 0.0989 0.1042 0.0861 0.0864 0.1030 0.0003 -0.1484 -0.1140 -0.1059 -0.1329 0.1391 0.1025 0.0880 0.0891 0.0750 0.0003 -0.1689 -0.1127 -0.1109 -0.1453 0.1333 0.0425 0.0854 0.0889 0.1033 0.0194 -0.1491 -0.1093 -0.1085 -0.1306 0.1141 0.0934 0.0880 0.0893 0.1075 0.0016 -0.1589 -0.1116 -0.1046 -0.1367 0.1434 0.1066 0.0869 0.0923 0.1072 0.0083 -0.1414 -0.1115 -0.1122 -0.1417 0.0943 0.1054 0.0898 0.0894 0.1036